# 1
DFT (ωB97M-V/def2-TZVPD) results for one molecule with the formula C5H7IN2 at a distorted geometry.

Structure (XYZ):
```
15
Properties=species:S:1:pos:R:3:forces:R:3:nbo_charge:R:1
C -1.7056 -1.8925 -0.4459 0.1 0.0 0.1 -0.643
C -0.6360 -0.9517 -0.0445 0.2 0.8 -1.3 0.108
C 0.0068 0.0172 -0.7249 -0.1 -0.4 0.5 -0.261
C 0.9802 0.6019 0.2330 0.2 -0.1 -0.9 0.002
C 0.9491 2.0983 0.4485 0.1 -0.1 0.1 -0.634
I 3.0067 -0.0286 -0.3514 -0.4 0.2 0.1 0.123
N 0.7602 -0.1568 1.4435 0.5 0.3 0.9 -0.166
N -0.1253 -1.0017 1.2655 -0.3 -0.6 0.8 -0.146
H -1.3291 -2.9132 -0.4009 0.0 -0.1 0.0 0.234
H -2.0484 -1.6788 -1.4544 0.0 0.0 0.0 0.224
H -2.5397 -1.8180 0.2490 -0.1 0.0 0.0 0.233
H -0.1154 0.3371 -1.7397 -0.1 0.0 -0.2 0.235
H 1.6439 2.3736 1.2382 0.0 0.0 0.0 0.237
H -0.0571 2.3889 0.7513 -0.1 0.0 0.0 0.227
H 1.2099 2.6243 -0.4672 0.0 0.0 0.0 0.227
```
Positions in Å, forces in eV/Å.

Computed properties:
* HOMO-LUMO gap: 8.6 eV
* E_HOMO: -0.344 Eh
* DFT total energy: -16377.936 eV
* SMILES: CC1=C[C@](C)(I)N=N1

---

# 2
DFT (ωB97M-V/def2-TZVPD) results for one molecule with the formula C5H7IN2 at a distorted geometry.

Structure (XYZ):
```
15
Properties=species:S:1:pos:R:3:forces:R:3:nbo_charge:R:1
C 1.4535 1.7982 0.6044 3.3 -1.3 -0.2 -0.412
C 1.9304 0.3035 0.6391 1.4 2.9 -0.6 -0.004
C 0.2099 2.0200 0.6329 -2.2 -0.8 0.0 -0.189
C -1.1586 -0.9081 -1.1793 -3.4 0.1 -1.5 -0.620
C -1.0467 -1.4557 0.2628 1.5 2.3 -3.0 -0.255
N 1.0972 -0.6061 0.6605 -1.3 -2.8 0.0 -0.153
N -0.1260 -0.5530 0.9295 -1.0 1.1 1.5 -0.161
I -1.4371 3.1013 0.5206 -0.2 0.4 0.1 0.316
H 2.2898 2.5259 0.4832 -0.8 -0.5 0.2 0.238
H 2.9574 -0.0161 0.5426 0.3 0.6 0.2 0.206
H -1.7806 -1.5356 -1.9344 0.3 0.7 1.7 0.205
H -0.2609 -0.9860 -1.6731 2.6 0.2 -0.7 0.204
H -1.5326 0.1646 -1.3171 0.5 -1.5 0.7 0.213
H -0.5986 -2.4027 0.1490 0.3 -1.4 0.4 0.207
H -1.9972 -1.4502 0.6794 -1.4 -0.1 1.4 0.204
```
Positions in Å, forces in eV/Å.

Computed properties:
* HOMO-LUMO gap (spin up / spin down): 7.6 / 7.3 eV
* E_HOMO (spin up / spin down): -0.286 / -0.282 Eh
* DFT total energy: -16373.497 eV

---

# 3
DFT (ωB97M-V/def2-TZVPD) results for one molecule with the formula C5H7IS at a distorted geometry.

Structure (XYZ):
```
14
Properties=species:S:1:pos:R:3:forces:R:3:nbo_charge:R:1
C 0.3865 0.0276 1.4294 0.1 0.3 3.3 -0.637
C 0.7085 -0.1361 -0.0175 2.0 -1.6 -1.7 -0.117
C 2.2541 -0.9078 -0.2749 -2.6 0.9 0.7 -0.326
S 2.4098 -2.4512 -0.6992 0.1 1.1 0.2 0.158
I 3.8229 0.4424 0.2320 -0.3 -0.4 -0.2 0.173
C -0.3311 -0.6652 -0.9723 -1.6 2.5 0.9 -0.428
C 0.2890 0.8107 -1.1019 -3.0 0.7 0.3 -0.429
H -0.4789 0.7636 1.7590 2.0 -1.0 -1.2 0.238
H 1.3792 0.2427 2.0483 -2.2 0.0 -1.2 0.233
H 0.0001 -0.9251 1.8910 0.6 0.6 -0.7 0.225
H -1.4313 -0.6542 -0.5492 2.4 -0.3 -1.1 0.221
H -0.0823 -1.2907 -1.8176 0.0 -0.3 0.4 0.237
H 0.8333 1.0246 -2.0045 0.7 -0.4 0.0 0.229
H -0.4818 1.7076 -0.9527 1.9 -2.1 0.4 0.223
```
Positions in Å, forces in eV/Å.

Computed properties:
* HOMO-LUMO gap: 8.3 eV
* E_HOMO: -0.328 Eh
* DFT total energy: -24231.515 eV
* SMILES: CC1(C(=S)I)CC1

---

# 4
DFT (ωB97M-V/def2-TZVPD) results for one molecule with the formula C5H7N at a distorted geometry.

Structure (XYZ):
```
13
Properties=species:S:1:pos:R:3:forces:R:3:nbo_charge:R:1
C -1.5082 -0.8840 0.2519 0.0 0.1 0.0 -0.793
C -0.6684 -0.4016 -0.8501 0.1 -0.1 0.3 0.204
C 1.1255 0.7604 0.2301 0.1 -0.1 0.1 -0.492
C 0.7857 -0.5531 -0.5466 0.0 -0.1 -0.1 -0.544
C 0.3028 1.9315 -0.1081 -0.7 0.8 -0.4 0.266
N -0.3588 2.8510 -0.3436 0.8 -0.8 0.3 -0.303
H -1.0536 -1.1718 1.2182 0.0 0.1 -0.2 0.181
H -2.4244 -0.3037 0.3978 0.1 -0.1 -0.1 0.255
H -1.8373 -1.8065 -0.2676 -0.1 -0.1 0.1 0.290
H 1.0203 0.5783 1.3012 -0.1 0.1 -0.1 0.251
H 2.1691 1.0195 0.0502 0.0 0.0 0.0 0.263
H 1.0459 -1.3973 0.1143 -0.1 0.2 0.0 0.200
H 1.4014 -0.6228 -1.4477 -0.1 0.2 0.1 0.222
```
Positions in Å, forces in eV/Å.

Computed properties:
* HOMO-LUMO gap: 8.5 eV
* E_HOMO: -0.314 Eh
* DFT total energy: -6784.450 eV

---

# 5
DFT (ωB97M-V/def2-TZVPD) results for one molecule with the formula C5H7N at a distorted geometry.

Structure (XYZ):
```
13
Properties=species:S:1:pos:R:3:forces:R:3:nbo_charge:R:1
C -0.8456 -1.3379 -0.4983 0.0 0.0 0.1 -0.613
C -0.0920 -0.0573 -0.8349 0.0 -0.3 0.3 -0.178
C -0.3130 1.1763 0.0260 -0.4 -0.6 -0.4 -0.380
C 1.0072 0.4298 0.0807 0.1 0.6 0.3 -0.358
C 1.2560 0.2383 1.4927 0.3 0.2 0.8 0.278
N 1.3442 0.4812 2.6241 0.2 -0.9 -0.9 -0.340
H -0.2660 -2.2267 -0.7809 0.0 0.3 0.0 0.219
H -1.8028 -1.3969 -1.0252 0.1 0.1 0.1 0.218
H -1.0483 -1.4277 0.5756 0.1 0.2 -0.2 0.217
H 0.1651 0.0177 -1.8979 0.0 0.2 0.5 0.230
H -0.9983 0.9243 0.8340 0.3 0.3 0.0 0.223
H -0.2066 2.2353 -0.1337 -0.4 0.1 -0.9 0.233
H 1.8002 0.9436 -0.4622 0.0 -0.2 0.4 0.250
```
Positions in Å, forces in eV/Å.

Computed properties:
* HOMO-LUMO gap: 11.1 eV
* E_HOMO: -0.374 Eh
* DFT total energy: -6786.787 eV
* SMILES: C[C@H]1C[C@H]1C#N

---

# 6
DFT (ωB97M-V/def2-TZVPD) results for one molecule with the formula C5H7N.

Structure (XYZ):
```
13
Properties=species:S:1:pos:R:3:forces:R:3:nbo_charge:R:1
C -1.3869 -0.5330 1.2701 0.0 0.0 0.0 -0.626
C -0.3239 -0.1422 0.2833 0.0 0.0 -0.1 -0.088
C 1.0697 0.0015 0.5502 0.0 0.0 0.0 -0.310
C 1.6812 0.4121 -0.6081 0.0 0.0 0.0 -0.071
N 0.7146 0.5250 -1.5700 0.0 0.0 0.0 -0.504
C -0.5049 0.1882 -1.0387 0.0 0.0 0.0 -0.089
H -1.9257 0.3439 1.6471 0.1 -0.1 0.0 0.214
H -2.1266 -1.2096 0.8296 0.1 0.1 0.0 0.215
H -0.9493 -1.0449 2.1330 0.0 0.1 -0.1 0.215
H 1.5612 -0.1808 1.4980 -0.1 0.0 -0.2 0.219
H 2.7176 0.6294 -0.8281 -0.2 0.0 0.0 0.209
H 0.8760 0.7982 -2.5243 0.0 0.0 0.1 0.410
H -1.4028 0.2120 -1.6420 0.1 0.0 0.1 0.207
```
Positions in Å, forces in eV/Å.

Computed properties:
* HOMO-LUMO gap: 9.2 eV
* E_HOMO: -0.298 Eh
* DFT total energy: -6788.434 eV
* SMILES: Cc1cc[nH]c1

---

- Among the records above, which one has the highest DFT total energy?
  number 4